[1]
Molecular formula: C17H30NNiO3S2Se2Si
Method: DFT, wB97M-V/def2-TZVPD

Output
E_HOMO (alpha / beta) ... -3.7 / -4.1 eV
Kohn-Sham gap (alpha / beta) ... 5.94 / 6.27 eV
Total charge ... -1
Multiplicity ... 3

Each line ends with the natural charge from an NBO analysis.
Cartesian coordinates (Å):
Ni: -0.721 -0.088 0.111  1.127
C: 5.143 1.745 -2.526  -1.109
Si: 3.484 2.599 -2.320  1.652
C: 3.828 4.436 -2.114  -1.107
C: 2.498 2.373 -3.881  -1.120
C: 2.752 2.000 -0.697  -0.544
C: 3.483 2.277 0.448  -0.127
C: 3.056 1.868 1.711  -0.331
C: 1.860 1.189 1.783  0.071
N: 1.120 0.914 0.711  -0.585
C: 1.539 1.279 -0.525  0.098
S: 0.465 0.769 -1.770  -0.336
H: 5.653 2.101 -3.426  0.224
H: 5.019 0.662 -2.608  0.241
H: 5.791 1.944 -1.667  0.226
H: 4.325 4.837 -3.003  0.224
H: 4.476 4.624 -1.253  0.224
H: 2.900 4.995 -1.962  0.236
H: 3.053 2.814 -4.716  0.220
H: 1.522 2.857 -3.807  0.253
H: 2.318 1.317 -4.089  0.258
H: 4.420 2.823 0.366  0.195
H: 3.636 2.067 2.601  0.208
H: 1.473 0.832 2.731  0.196
O: -1.646 -3.306 -2.988  -0.770
C: -0.832 -3.293 -1.805  -0.084
C: -1.619 -3.720 -0.568  -0.162
C: -2.036 -5.193 -0.741  -0.044
O: -2.928 -5.429 -1.821  -0.756
C: -2.895 -2.890 -0.386  -0.560
Se: -2.823 -0.968 -0.803  -0.506
C: -0.728 -3.689 0.679  -0.541
Se: 0.336 -2.069 1.048  -0.503
H: -2.183 -2.500 -2.924  0.493
H: -0.416 -2.300 -1.658  0.219
H: -0.002 -3.985 -1.972  0.170
H: -2.538 -5.541 0.166  0.164
H: -1.121 -5.789 -0.865  0.147
H: -2.622 -4.861 -2.546  0.493
H: -3.254 -3.013 0.639  0.195
H: -3.667 -3.281 -1.044  0.222
H: 0.004 -4.498 0.623  0.200
H: -1.351 -3.874 1.554  0.199
O: -1.835 1.690 0.821  -0.985
S: -1.532 1.541 2.297  1.213
C: -2.756 2.578 3.172  -0.600
C: -3.412 1.718 4.240  -0.408
C: -3.654 0.372 3.565  -0.415
C: -2.338 0.000 2.897  -0.621
H: -3.458 2.868 2.387  0.244
H: -2.249 3.464 3.554  0.226
H: -4.328 2.176 4.616  0.217
H: -2.733 1.591 5.090  0.199
H: -4.434 0.470 2.807  0.219
H: -3.966 -0.397 4.272  0.216
H: -2.450 -0.637 2.019  0.291
H: -1.625 -0.469 3.576  0.235



[2]
Molecular formula: C4H6O2
Method: DFT, wB97M-V/def2-TZVPD

Output
E_HOMO ... -9.4 eV
Kohn-Sham gap ... 10.11 eV
Total charge ... 0
Multiplicity ... 1

Each line ends with the natural charge from an NBO analysis.
Cartesian coordinates (Å):
O: 1.808 -1.125 -0.988  -0.495
C: 1.040 -0.438 -0.376  0.575
C: 0.615 -0.381 1.096  -0.530
C: -0.709 0.249 0.609  -0.427
C: -0.068 0.563 -0.766  -0.005
O: -0.818 0.379 -1.924  -0.678
H: 0.562 -1.350 1.596  0.236
H: 1.230 0.304 1.687  0.236
H: -1.117 1.087 1.175  0.221
H: -1.487 -0.516 0.494  0.201
H: 0.356 1.576 -0.793  0.198
H: -1.449 -0.325 -1.729  0.467



| no. | total energy (eV) |
| --- | --- |
| 1 | -227036.095 |
| 2 | -8339.060 |